[1]
One molecule with the formula C3H6N2O. Source: OMol25; level of theory: the ωB97M-V functional and the def2-TZVPD basis.

Summary:
Lowest unoccupied orbital energy ... 0.2 eV
E ... -8232.672 eV
HOMO level ... -8.70 eV
HOMO-LUMO gap ... 8.9 eV
ΔE to the lowest compared entry with this formula, charge and spin ... 388.5 kJ/mol

```
! RIJCOSX wB97M-V def2-TZVPD def2/J DEFGRID3
* xyz 0 1
H -2.6331 0.5971 0.8866
H 0.9846 -1.4054 0.6633
N -1.5162 -0.7502 -1.2653
H -0.0666 -0.6248 -1.5674
H 0.7847 1.0263 -0.9941
C -0.9922 -0.0074 -0.4065
H 1.6931 0.1864 1.0443
O -0.9003 1.5478 1.3861
H 2.3486 -0.7973 -0.3008
C -1.5537 0.7730 0.7216
C 1.4435 -0.5085 0.2394
N 0.4892 0.0911 -0.7080
*
```

natural (NBO) atomic charge list, values in e, 5 entries: 0.1433 0.2150 -0.5421 0.4540 0.4020

---

[2]
C35H52FMnN3O19P2S3 as an isolated structure. Source: OMol25; level of theory: the ωB97M-V functional and the def2-TZVPD basis.

Summary:
Lowest unoccupied orbital energy (spin up / spin down) ... 3.5 / 3.4 eV
E ... -165642.945 eV
HOMO level (spin up / spin down) ... -3.59 / -3.59 eV
HOMO-LUMO gap (spin up / spin down) ... 7.1 / 7.0 eV
ΔE to the lowest compared entry with this formula, charge and spin ... 0.0 kJ/mol

```
! RIJCOSX wB97M-V def2-TZVPD def2/J DEFGRID3
* xyz -2 6
H -5.1343 0.2069 -0.6122
H 4.0055 2.5865 3.1466
O 3.7997 -0.3629 -0.5985
H -1.5010 -6.8297 -0.5356
H -0.9126 -1.6856 6.0741
H -4.2696 -1.8276 4.2079
H 1.7551 8.3294 0.5911
C 3.7211 5.9036 -0.6850
H -0.4267 -0.2128 5.2050
H 0.8922 -2.7941 -5.5634
N -1.4876 -8.4437 -4.0659
C -1.4384 -4.0227 -2.7353
H -4.5932 -0.1308 1.7756
H -1.2484 2.8824 5.4255
O 0.3186 6.6338 1.0863
H 0.3890 -7.5371 -4.5642
N -1.6224 -5.3898 -2.9586
N -0.8026 -0.8761 -4.5838
C 4.6578 8.0897 -1.1265
O -2.3733 1.6794 1.8273
C -2.2558 -7.0941 -1.2603
C -4.6393 -2.1036 0.9112
C -1.0474 -6.0053 -4.1280
H 0.1197 3.7056 2.8187
H -2.0485 3.0174 3.8410
O -2.5256 0.1154 3.7602
C 4.4196 1.5879 3.2833
O 1.7404 -1.1597 -1.6252
O 1.7272 -0.3197 0.6491
O 1.2506 2.1596 1.2667
C -3.5998 -1.5821 5.0323
O 0.1420 3.0500 -2.0118
H -0.4225 1.0826 -5.1583
H -1.3755 4.4629 4.6264
C -1.4259 -3.4937 -1.4378
F -1.5668 -4.3530 -0.3907
C -1.0285 -1.2685 -2.2344
C -0.7957 0.1635 -1.9105
O 2.2335 0.5969 3.0794
C -1.0222 -1.7622 -3.5375
H -4.5977 -2.6163 1.8732
H -0.0644 -0.7912 3.1165
H 5.4451 8.6941 -1.5615
H 5.4307 1.5892 2.8732
H -3.3460 -5.3453 -1.8178
C 2.6535 6.5021 -0.0113
H -4.0644 -2.6844 0.1872
H -1.7116 -8.5493 -5.0485
H -3.2997 -6.6164 -3.0337
O 2.8286 3.8672 -2.0002
H -0.8168 -0.4659 -6.5958
C 1.2854 3.5583 4.6087
C -1.2749 -0.7682 5.6055
H -1.2900 -3.5017 -4.7878
C -0.6624 -1.3339 -5.9548
H 5.1154 -0.9345 2.3308
H 3.4640 -1.5176 2.1004
O -0.8783 0.5653 -0.7562
C 4.0900 -0.8536 2.6933
O 2.0533 1.1929 -1.2352
H -1.2066 -1.8016 -0.1786
C -1.2304 -2.1690 -1.1904
C 3.5929 0.5668 2.5349
P 0.9588 1.0721 2.2508
C 3.5896 8.6827 -0.4745
H -1.4659 -2.0369 -6.1855
H -0.2467 -5.3558 -4.4787
S 3.8788 4.1366 -1.0134
O -0.5623 3.1076 -4.1082
C 0.7041 -1.9508 -6.2278
C -0.5472 0.9969 -3.0760
S 2.3626 -0.2263 -0.7034
C -4.0591 -0.7061 1.0113
H 3.5213 9.7610 -0.3921
C -0.4683 -7.4020 -3.8921
O 3.5487 3.4442 0.2327
H -1.1393 -9.3380 -3.7438
O 1.9824 5.1602 2.0951
H -1.7842 -6.0876 -4.9489
H -5.6781 -2.0585 0.5790
C -0.5796 0.4352 -4.3044
H 3.5746 0.8315 1.4876
C -2.6962 -6.1008 -2.2770
Mn 1.3398 2.7628 -0.5763
C 0.0921 3.1620 3.7618
H -2.7207 -8.0683 -1.2200
H 5.5310 6.2210 -1.7423
H -3.5983 -0.5526 -1.0803
C -4.0977 0.0375 -0.3102
H -0.0938 -7.4539 -2.8697
C 2.5981 7.8887 0.0785
H -1.8575 -1.8454 3.8291
H -3.4578 -2.4730 5.6477
S 1.3533 5.6442 0.8938
H 4.4662 1.3584 4.3526
C -1.2332 3.3942 4.4582
H -1.7510 -0.1498 6.3692
H -0.1335 -0.9179 1.3672
O 5.2332 3.9786 -1.4856
C -0.2886 -0.2465 2.1968
H 4.0573 -1.1452 3.7477
C 4.7139 6.7092 -1.2306
P -1.9940 0.3324 2.2526
O 0.8463 4.5717 -0.0115
C -2.2689 -1.0841 4.5002
C -1.2469 -3.1258 -3.7769
H -4.0672 -0.8060 5.6407
H -3.5852 0.9928 -0.2153
O -2.6917 -0.8696 1.4453
C -0.3041 2.4925 -3.0802
H 1.4887 -1.2144 -6.0562
H 0.7687 -2.2978 -7.2613
H 1.3841 2.8813 5.4617
O 0.1488 1.7541 3.4680
H 2.1924 3.5369 4.0112
H 1.1586 4.5811 4.9673
*
```

Löwdin atomic charge list, values in e, 5 entries: 0.0817 0.0708 -0.3110 0.0452 0.0809

---

[3]
C10H14BBrN6Pt as an isolated structure. Source: OMol25; level of theory: the ωB97M-V functional and the def2-TZVPD basis.

Summary:
Lowest unoccupied orbital energy (spin up / spin down) ... -0.5 / -2.0 eV
E ... -93500.591 eV
HOMO level (spin up / spin down) ... -8.44 / -8.69 eV
HOMO-LUMO gap (spin up / spin down) ... 7.9 / 6.7 eV
ΔE to the lowest compared entry with this formula, charge and spin ... 148.1 kJ/mol

```
! RIJCOSX wB97M-V def2-TZVPD def2/J DEFGRID3
* xyz 0 3
C 2.9310 1.4858 -3.3273
H -0.4696 -0.6157 -5.3214
Pt -2.5549 -0.0850 -0.8206
H 2.6238 0.9678 3.7055
H 3.0923 1.8822 -4.2995
H -1.9183 -2.8142 -1.8226
H 0.1344 1.5504 -4.4727
C 3.8608 1.2299 -2.3201
H 1.9933 -0.6803 3.9081
C -2.0137 3.7208 -1.7584
N -1.4418 -0.7751 -2.2861
N -1.6620 1.5892 -1.3943
C -1.3883 -2.2027 -3.9465
C 1.7328 0.3310 3.8342
N 1.8382 0.6538 -1.6287
H -2.4010 4.7219 -1.7287
N -0.6747 -0.2144 -3.2772
H -0.9272 3.5895 -3.7778
N 1.6697 1.1463 -2.8874
N -0.8986 1.9543 -2.4769
H 1.0678 0.4694 2.9634
C 3.0967 0.7091 -1.2597
Br -1.9873 -0.6463 1.4835
C -2.1528 2.7267 -0.7963
H 4.9293 1.3620 -2.2759
B 0.1124 1.1389 -3.3491
C -1.2664 3.2027 -2.8068
H -2.5017 2.7112 0.2206
H 1.1856 0.6539 4.7354
C -0.8146 -0.9997 -4.3569
H -1.5714 -3.0272 -4.5925
C -1.6612 -2.1023 -2.5807
H 3.3469 0.3666 -0.2663
*
```

natural (NBO) atomic charge list, values in e, 5 entries: -0.0348 0.2375 0.9448 0.2091 0.2065